Entry 1:
The following is a DFT calculation (ωB97M-V/def2-TZVPD) of a structure of composition H18O11V at a distorted geometry.

```
30
Properties=species:S:1:pos:R:3:forces:R:3:lowdin_charge:R:1
O -0.41789 0.28187 0.27755 3.627 -0.046 0.800 -0.266
V 1.13740 0.12806 -0.13149 -5.061 -1.824 -3.382 0.980
O 0.74427 -0.59011 -1.51783 3.231 2.463 0.610 -0.239
O -1.69537 -2.45351 1.12471 -0.837 0.050 0.867 -0.011
H -0.82750 -2.09700 1.04802 1.316 0.056 -0.130 -0.026
H -2.08267 -1.85249 1.77283 -0.519 -0.261 -0.102 0.064
O 3.17043 -0.30842 -0.72398 0.300 0.395 1.880 -0.012
H 3.51317 -0.42299 -1.58466 0.258 0.101 -2.028 0.093
H 3.64877 -0.95191 -0.21334 0.614 -0.358 0.633 0.092
O 1.42539 2.01529 -0.93066 1.171 0.404 0.158 -0.032
H 2.01823 2.75525 -0.75692 0.916 -0.470 0.241 0.120
H 0.63394 2.53964 -1.07727 -2.035 -0.404 -0.056 0.044
O -0.76180 -2.37686 -1.38418 -0.830 -0.543 0.518 -0.078
H -1.31674 -2.07786 -0.61758 0.324 -0.639 -1.103 -0.002
H -0.20366 -1.62251 -1.64278 -1.000 -0.721 -0.167 -0.081
O 1.76109 0.68087 1.86330 2.332 -0.131 -0.562 -0.021
H 2.57222 1.22202 1.98540 -0.599 -0.468 0.162 0.129
H 1.05232 1.16177 2.25013 -1.235 0.740 0.757 0.080
O -3.19965 -0.87959 -1.07991 0.175 -1.229 -1.903 -0.048
H -2.66160 -0.28801 -0.59304 0.411 1.208 0.973 -0.050
H -2.57175 -1.20288 -1.77529 -1.056 0.121 0.687 0.054
O -0.99942 3.01305 -0.61425 2.636 2.066 -1.478 -0.019
H -0.88470 3.99000 -0.66469 -0.445 -0.943 0.005 0.101
H -1.77915 2.88096 -0.13514 -2.230 -0.753 1.357 0.013
O -2.51945 1.16360 0.88610 -1.464 1.199 -0.023 -0.037
H -1.61467 0.91441 0.73497 0.380 -0.042 -0.098 -0.100
H -2.69727 0.79449 1.73810 -0.685 -0.158 0.850 0.048
O 1.21890 -1.93379 0.55518 0.448 0.973 -1.249 -0.023
H 1.63347 -2.10625 1.38409 0.652 -0.575 1.150 0.097
H 1.70368 -2.37711 -0.17738 -0.796 -0.209 0.632 0.129
```
Positions in Å, forces in eV/Å.

Results
Orbital gap ... 7.35 eV
Max |F| ... 6.35 eV/Å
Total charge ... +1
HOMO level ... -12.429 eV
Relative energy (zero: lowest compared OMol25 entry of this formula, charge and spin) ... 53.9 kcal/mol
LUMO energy ... -5.1 eV



Entry 2:
The following is a DFT calculation (ωB97M-V/def2-TZVPD) of a structure of composition C41H32N6OPS4ScSe.

```
87
Properties=species:S:1:pos:R:3:forces:R:3:lowdin_charge:R:1
Sc -0.54415 0.62944 1.74466 0.062 0.242 0.311 0.568
C -4.81915 -2.07397 4.53276 0.002 0.001 -0.003 -0.108
C -4.57714 -0.82913 3.96628 -0.005 0.001 0.008 -0.078
C -3.30674 -0.48734 3.53352 0.018 -0.001 -0.012 -0.037
C -2.25316 -1.39581 3.65488 -0.004 -0.008 0.025 -0.286
C -2.49569 -2.64929 4.22804 -0.001 0.006 0.004 -0.040
C -3.76973 -2.97610 4.66329 0.000 0.002 0.001 -0.105
N -0.99180 -1.03562 3.14640 -0.003 -0.104 0.000 -0.093
N -0.01049 -1.79578 3.59411 0.015 0.006 -0.028 0.054
C 1.18453 -1.57152 3.00424 -0.113 -0.019 0.084 -0.340
C 2.29650 -2.31395 3.46624 0.018 -0.053 -0.079 -0.010
C 3.49371 -2.20376 2.82024 0.003 0.003 0.006 -0.071
C 3.59879 -1.34899 1.70715 -0.014 0.010 -0.006 -0.072
C 2.49692 -0.61689 1.34902 0.027 -0.007 0.004 -0.156
N 1.31010 -0.68304 1.98395 0.061 -0.002 -0.051 0.030
H -5.81126 -2.33500 4.87790 0.001 0.000 0.001 0.097
H -5.37956 -0.10864 3.87145 0.001 0.003 -0.001 0.106
H -3.12444 0.49771 3.11839 -0.008 0.000 -0.003 0.045
H -1.67687 -3.34679 4.32612 -0.004 -0.002 0.001 0.098
H -3.94456 -3.94696 5.11137 0.001 0.000 0.000 0.100
H 2.15064 -2.96506 4.31583 -0.005 -0.002 -0.001 0.112
H 4.35154 -2.77065 3.15897 0.001 0.000 -0.001 0.106
H 4.52092 -1.24132 1.15376 0.003 0.002 0.000 0.099
H 2.55007 0.06649 0.51157 -0.001 0.009 -0.012 0.060
S -1.28006 4.94424 2.83599 0.005 0.004 0.001 0.473
C -1.23547 3.31489 2.66333 0.054 0.019 -0.057 -1.793
S -0.17039 2.27913 3.59562 -0.026 -0.054 -0.055 0.453
S -2.24115 2.46919 1.48592 -0.051 -0.097 -0.072 0.431
O -1.20338 -0.38477 0.04385 -0.035 0.066 -0.070 -0.397
P -1.70124 -1.15269 -1.15329 0.025 -0.022 0.035 0.851
C -3.16168 -2.09230 -0.74853 0.025 -0.041 -0.009 -0.278
C -3.25890 -2.60410 0.54440 0.004 -0.003 -0.011 -0.046
C -4.37166 -3.34526 0.90694 -0.006 0.001 0.004 -0.046
C -5.37375 -3.58367 -0.02413 -0.004 0.000 -0.002 -0.061
C -5.27283 -3.08282 -1.31611 0.005 -0.003 0.002 -0.070
C -4.16693 -2.33168 -1.68283 -0.017 0.021 0.014 -0.068
C -0.41467 -2.29218 -1.68624 0.022 0.066 0.022 -0.250
C -0.66407 -3.63947 -1.90008 -0.010 -0.040 -0.008 -0.052
C 0.39418 -4.48647 -2.20871 -0.027 0.004 -0.005 -0.054
C 1.67715 -3.98525 -2.30121 0.017 0.015 -0.001 -0.008
C 1.92154 -2.62836 -2.09546 -0.040 -0.032 -0.023 -0.215
C 0.87909 -1.77536 -1.78263 -0.005 -0.027 0.004 -0.019
C -2.07566 -0.03685 -2.50028 -0.032 -0.016 -0.003 -0.284
C -1.67142 -0.27969 -3.80946 0.009 0.026 0.013 -0.065
C -1.97304 0.64130 -4.80326 0.001 -0.014 0.003 -0.068
C -2.67253 1.79655 -4.48676 -0.016 0.006 -0.001 -0.066
C -3.07915 2.03970 -3.17961 0.000 0.004 -0.001 -0.054
C -2.78629 1.12380 -2.18353 0.019 -0.008 -0.017 -0.074
H -2.47817 -2.40891 1.26888 -0.004 0.005 -0.001 0.097
H -4.45499 -3.71669 1.91970 -0.002 0.000 0.002 0.103
H -6.24583 -4.15801 0.26082 -0.001 0.003 0.000 0.109
H -6.06195 -3.26640 -2.03307 -0.001 0.001 -0.001 0.107
H -4.09449 -1.91823 -2.68176 -0.003 -0.003 -0.003 0.109
H -1.66894 -4.03172 -1.80705 0.016 0.006 -0.001 0.110
H 0.21631 -5.54109 -2.36892 -0.001 -0.001 0.002 0.113
H 2.50267 -4.64839 -2.53397 0.000 0.003 -0.006 0.119
H 3.94273 -2.94759 -2.22702 0.003 0.006 0.027 0.136
H 1.06748 -0.72775 -1.58853 0.009 0.012 -0.001 0.058
H -1.11240 -1.17545 -4.04973 0.009 -0.007 -0.010 0.108
H -1.65453 0.46004 -5.82116 0.000 -0.001 0.001 0.108
H -2.90141 2.51532 -5.26293 0.004 0.003 0.002 0.108
H -3.61671 2.94554 -2.93285 0.000 -0.003 0.000 0.115
H -3.08297 1.32295 -1.15941 0.003 0.008 0.012 0.093
Se 3.23343 0.66822 -2.41804 -0.020 -0.017 0.034 0.770
C 3.76823 -0.98319 -2.31197 -0.042 0.037 -0.035 -0.621
N 3.27240 -2.18957 -2.20285 0.059 -0.015 0.021 -0.029
S 3.01327 5.10065 -2.06019 0.003 0.048 -0.053 1.031
C 2.22761 3.90513 -1.04092 -0.061 -0.096 -0.018 -0.525
C 1.04472 3.34563 -1.52171 0.037 0.017 -0.013 -0.102
C 0.40226 2.39455 -0.76151 -0.007 -0.016 0.026 -0.147
N 0.85163 1.97631 0.42727 -0.031 0.005 -0.055 -0.028
C 1.96366 2.54557 0.90019 0.030 0.023 0.006 -0.138
C 2.68532 3.49682 0.20596 0.007 0.016 -0.010 -0.040
C 4.66303 5.13400 -1.40374 0.000 -0.004 0.024 -0.539
C 5.11270 6.24795 -0.71501 0.035 -0.002 0.031 -0.077
C 6.42716 6.25339 -0.26224 -0.023 0.013 0.005 -0.137
N 7.27297 5.24632 -0.44579 0.004 -0.017 -0.008 0.065
C 6.82399 4.18128 -1.10873 0.022 0.009 0.010 -0.134
C 5.53883 4.07634 -1.61464 -0.051 -0.013 0.000 -0.080
H 0.63567 3.63454 -2.48106 0.012 -0.006 0.005 0.113
H -0.51817 1.94756 -1.10995 -0.015 -0.005 -0.005 0.082
H 2.27739 2.23368 1.88815 -0.005 0.000 0.001 0.103
H 3.57654 3.91356 0.65049 0.036 0.016 -0.011 0.118
H 4.45717 7.08672 -0.52592 0.000 0.005 -0.005 0.108
H 6.81009 7.11021 0.28029 0.002 0.002 0.001 0.108
H 7.53164 3.37213 -1.24935 -0.004 -0.003 -0.001 0.108
H 5.22500 3.19263 -2.15581 0.009 0.011 0.015 0.078
```
Positions in Å, forces in eV/Å.

Results
Orbital gap (spin up / spin down) ... 6.09 / 5.33 eV
Max |F| ... 0.40 eV/Å
Total charge ... 0
HOMO level (spin up / spin down) ... -6.693 / -6.450 eV
Relative energy (zero: lowest compared OMol25 entry of this formula, charge and spin) ... 51.4 kcal/mol
LUMO energy (spin up / spin down) ... -0.6 / -1.1 eV



Entry 3:
The following is a DFT calculation (ωB97M-V/def2-TZVPD) of a cluster of 2 separate species, C11H18 in total at a distorted geometry.

```
29
Properties=species:S:1:pos:R:3:forces:R:3:lowdin_charge:R:1
C -2.91229 0.86711 3.07949 -2.544 2.283 0.571 -0.079
C -3.03708 1.79532 1.74763 -0.273 -3.053 1.317 -0.173
C -1.97817 1.19876 0.86980 -3.539 0.332 -2.764 -0.299
C -0.67329 1.41914 1.09337 4.004 -0.200 1.196 -0.076
C 0.21688 0.95300 0.08519 0.711 -1.237 0.101 -0.051
C -0.31470 0.15565 -0.96893 4.049 2.258 0.910 -0.139
C -1.62273 0.08626 -1.26935 -2.550 -1.933 -1.519 -0.110
C -2.50602 0.57497 -0.34221 1.671 1.864 2.360 -0.021
H -3.79341 0.14014 3.26724 1.834 0.917 -0.658 0.097
H -2.96788 1.61042 3.89718 -0.251 -0.508 0.089 0.056
H -1.91416 0.50459 3.17285 0.354 -0.982 -0.153 0.035
H -4.05544 1.64996 1.30106 0.958 0.413 0.437 0.107
H -2.83902 2.82853 1.96342 -0.040 0.398 0.212 0.095
H -0.24789 1.78189 2.14013 -1.076 -0.282 -2.496 0.159
H 1.39444 1.01466 0.05892 -2.824 0.234 0.721 0.111
H 0.52644 -0.17493 -1.56410 -0.719 -0.348 -0.688 0.062
H -1.97885 -0.47548 -2.19399 0.491 0.913 1.266 0.133
H -3.55632 0.74089 -0.39079 -0.648 -0.646 -0.758 0.088
C 2.05182 -2.37759 -1.87388 1.011 -0.107 0.225 -0.104
C 3.37956 -1.85970 -1.08499 -1.070 -4.176 -0.440 -0.309
C 3.38049 -0.43489 -1.30557 2.712 3.310 4.758 -0.180
H 1.11463 -1.95907 -1.35988 1.508 -0.546 -1.183 0.061
H 1.92331 -3.48134 -1.95500 0.284 0.667 0.378 0.057
H 2.26413 -2.04115 -2.94594 -1.018 -0.123 1.391 0.085
H 3.50624 -2.35887 -0.06723 -0.829 1.503 -0.734 0.120
H 4.28639 -2.29762 -1.53079 -0.380 0.065 -0.561 0.092
H 2.69841 0.16248 -0.70984 -0.835 -0.477 -0.226 0.025
H 4.31187 0.08399 -0.84351 -0.757 -1.027 -0.978 0.113
H 3.34265 -0.10715 -2.27028 -0.232 0.488 -2.772 0.047
```
Positions in Å, forces in eV/Å.

Results
Orbital gap ... 9.68 eV
SMILES ... CCc1ccccc1.CCC
Max |F| ... 6.40 eV/Å
Total charge ... 0
HOMO level ... -8.692 eV
Relative energy (zero: lowest compared OMol25 entry of this formula, charge and spin) ... 70.8 kcal/mol
LUMO energy ... 1.0 eV



> What is the total charge in the first record?

+1



> Look up the max |F| of the third one.

6.40 eV/Å